# 1
The following is a DFT calculation (ωB97M-V with the def2-TZVPD basis set) of 2 unconnected molecules or ions with the total composition C35H38N3O.

Each line ends with the Mulliken charge.
Cartesian coordinates (Å):
C -5.917 0.604 3.904  -0.998
N -4.898 -0.041 3.093  0.344
C -5.380 -1.176 2.327  -0.924
C -3.567 0.374 3.064  -0.292
C -2.585 -0.287 3.845  -0.265
C -1.254 0.080 3.763  -0.762
C -0.816 1.078 2.844  0.354
C 0.561 1.360 2.586  0.083
C 1.588 0.447 2.817  0.611
C 3.014 0.745 2.944  0.163
C 3.731 1.926 3.026  0.072
C 5.134 1.854 3.121  -0.901
C 5.802 0.616 3.129  -0.657
C 5.084 -0.589 3.076  -1.011
C 3.698 -0.490 3.013  0.380
N 2.729 -1.511 2.963  0.190
C 2.972 -2.942 2.996  -0.891
C 1.487 -0.964 2.859  -1.085
C -1.826 1.811 2.166  -0.941
C -3.157 1.455 2.244  -0.195
H -5.478 1.406 4.504  0.313
H -6.707 1.021 3.263  0.325
H -6.381 -0.135 4.574  0.315
H -4.560 -1.644 1.773  0.147
H -5.840 -1.916 2.998  0.388
H -6.147 -0.842 1.611  0.328
H -2.909 -1.085 4.523  0.471
H -0.522 -0.405 4.406  0.774
H 0.832 2.352 2.222  0.398
H 3.197 2.877 3.043  0.467
H 5.717 2.778 3.180  0.414
H 6.892 0.594 3.173  0.414
H 5.575 -1.560 3.066  0.308
H 4.048 -3.133 3.017  0.299
H 2.499 -3.386 3.884  0.332
H 2.525 -3.406 2.107  0.346
H 0.587 -1.573 2.827  0.767
H -1.518 2.657 1.550  0.414
H -3.918 1.988 1.666  0.466
O 1.155 -1.614 -2.831  -0.718
C 0.346 -0.466 -3.064  2.660
C 0.175 -0.445 -4.604  -0.465
C 0.169 -1.665 -5.292  -0.389
C 0.033 -1.685 -6.691  -0.739
C -0.155 -0.497 -7.407  -0.432
C -0.192 0.718 -6.713  -1.015
C -0.025 0.745 -5.317  0.039
C -1.004 -0.622 -2.348  -0.622
C -1.023 -1.252 -1.105  -0.498
C -2.229 -1.386 -0.407  -0.443
C -3.426 -0.940 -0.983  -0.368
C -3.397 -0.296 -2.227  -1.008
C -2.185 -0.126 -2.909  -0.250
C 1.030 0.769 -2.441  -0.302
C 2.360 1.130 -3.107  -0.658
C 3.218 1.710 -1.974  -0.738
C 2.581 1.247 -0.660  0.058
N 1.349 0.555 -1.043  0.093
H 1.511 -1.532 -1.920  0.451
H 0.276 -2.607 -4.743  0.415
H 0.077 -2.640 -7.219  0.386
H -0.279 -0.518 -8.492  0.389
H -0.343 1.651 -7.256  0.388
H -0.078 1.697 -4.777  0.416
H -0.098 -1.652 -0.680  0.284
H -2.221 -1.854 0.579  0.368
H -4.379 -1.103 -0.476  0.282
H -4.319 0.076 -2.676  0.412
H -2.156 0.385 -3.876  0.403
H 0.327 1.618 -2.506  0.371
H 2.810 0.214 -3.524  0.414
H 2.176 1.838 -3.926  0.328
H 4.260 1.394 -2.061  0.322
H 3.170 2.799 -2.012  0.290
H 3.246 0.581 -0.095  0.063
H 2.363 2.090 0.013  -0.053
H 0.580 0.743 -0.398  -0.094

Values from the calculation:
HOMO ... -10.7 eV
Energy relative to the best compared isomer or geometry (same formula, charge and spin) ... 0.2081 eV
LUMO ... -5.028 eV
Net charge ... +1
Electronic energy ... -43422.640 eV



# 2
The following is a DFT calculation (ωB97M-V with the def2-TZVPD basis set) of 6 unconnected molecules or ions with the total composition C35H39BF5IO3PSi.

Each line ends with the Mulliken charge.
Cartesian coordinates (Å):
C 0.949 1.771 -0.103  -1.001
Si -0.653 2.718 0.052  0.212
C -1.474 2.227 1.669  -1.086
C -1.741 2.198 -1.406  -1.243
C -0.302 4.569 0.155  0.090
O 0.772 4.569 1.094  -0.782
B 1.971 5.113 0.372  1.173
O 1.624 4.895 -1.095  -0.986
C 0.257 5.181 -1.143  -0.128
P 0.041 7.065 -1.209  0.077
O 1.521 7.484 -1.671  -0.352
I -1.142 7.195 -3.454  -0.328
H 1.595 2.193 -0.872  0.277
H 0.697 0.741 -0.368  0.250
H 1.464 1.758 0.856  0.323
H -2.001 1.274 1.606  0.319
H -0.694 2.144 2.428  0.361
H -2.165 3.010 1.988  0.227
H -1.485 1.163 -1.655  0.405
H -1.551 2.792 -2.302  0.345
H -2.804 2.217 -1.162  0.263
H -1.152 5.126 0.577  0.469
H 3.045 4.591 0.645  -0.330
H 2.021 6.340 0.617  -0.302
H -0.209 4.693 -2.004  0.358
H 1.973 6.722 -2.067  0.354
F -5.017 4.303 -1.669  -0.255
C -5.290 4.358 -2.987  0.495
C -6.122 5.359 -3.446  -0.523
C -6.404 5.418 -4.802  -0.276
C -5.861 4.485 -5.673  -0.574
C -5.028 3.489 -5.183  -0.384
C -4.732 3.418 -3.829  -0.300
H -6.532 6.075 -2.747  0.415
H -7.047 6.202 -5.179  0.347
H -6.081 4.537 -6.731  0.365
H -4.599 2.760 -5.858  0.356
H -4.077 2.658 -3.429  0.347
F -3.476 1.812 4.257  -0.319
C -4.618 2.440 3.925  0.404
C -5.202 3.292 4.840  -0.561
C -6.376 3.940 4.483  -0.245
C -6.943 3.731 3.234  -0.557
C -6.331 2.869 2.334  -0.342
C -5.157 2.215 2.674  -0.245
H -4.740 3.440 5.806  0.413
H -6.845 4.617 5.185  0.347
H -7.856 4.243 2.960  0.370
H -6.765 2.707 1.356  0.367
H -4.652 1.551 1.986  0.380
F 2.326 -1.019 -0.838  -0.291
C 3.586 -0.862 -1.286  0.447
C 4.598 -1.593 -0.697  -0.469
C 5.893 -1.428 -1.166  -0.179
C 6.156 -0.543 -2.201  -0.609
C 5.118 0.184 -2.769  -0.415
C 3.817 0.027 -2.315  -0.394
H 4.368 -2.274 0.111  0.378
H 6.695 -2.000 -0.717  0.365
H 7.169 -0.414 -2.560  0.373
H 5.320 0.885 -3.568  0.351
H 2.993 0.586 -2.737  0.446
F 7.071 -3.396 1.549  -0.346
C 6.313 -4.463 1.882  0.383
C 5.047 -4.240 2.384  -0.314
C 4.268 -5.339 2.717  -0.336
C 4.761 -6.625 2.552  -0.457
C 6.040 -6.816 2.049  -0.406
C 6.831 -5.729 1.705  -0.509
H 4.686 -3.228 2.507  0.497
H 3.269 -5.186 3.103  0.357
H 4.148 -7.477 2.811  0.354
H 6.427 -7.818 1.919  0.364
H 7.827 -5.851 1.303  0.419
F 1.891 -7.132 1.300  -0.258
C 1.378 -8.364 1.116  0.410
C 1.131 -8.795 -0.171  -0.530
C 0.607 -10.066 -0.351  -0.269
C 0.338 -10.879 0.742  -0.573
C 0.596 -10.417 2.025  -0.310
C 1.123 -9.149 2.222  -0.366
H 1.345 -8.141 -1.006  0.421
H 0.410 -10.423 -1.354  0.351
H -0.072 -11.868 0.593  0.367
H 0.384 -11.045 2.880  0.347
H 1.335 -8.768 3.212  0.412

Values from the calculation:
HOMO ... -4.3 eV
LUMO ... 1.870 eV
Net charge ... -1
Electronic energy ... -82605.149 eV